This record from the Open Molecules 2025 dataset describes a cluster of 13 separate species, C79H184N12O13 in total in a non-equilibrium geometry. The level of theory is wB97M-V/def2-TZVPD.

Summary:
Orbital gap in Eh: 0.29203
HOMO in eV: -8.0357

Positions of all 288 atoms, in Å:
C -4.9479 -6.4195 -6.2004
O -5.1101 -5.1736 -5.5643
H -3.8873 -6.5626 -6.4066
H -5.2178 -7.2144 -5.5051
H -5.5458 -6.3975 -7.1115
H -4.3209 -4.9114 -5.0847
C -11.6419 3.6086 1.1969
C -10.3922 3.1523 2.0317
C -9.1316 2.9416 1.1254
O -9.4773 1.9128 0.1729
C -8.5255 1.5812 -0.8586
N -10.2135 4.2728 3.0130
H -11.4741 4.5629 0.6976
H -12.5661 3.6240 1.7746
H -11.8640 2.8411 0.4555
H -10.6046 2.2389 2.5873
H -8.2807 2.6242 1.7281
H -8.9515 3.8670 0.5783
H -8.9007 0.7594 -1.4686
H -7.7040 1.0737 -0.3530
H -8.1694 2.4712 -1.3774
H -10.9765 4.2786 3.6747
H -9.4845 3.8502 3.5699
C -1.0550 -8.5171 0.5958
C -0.8092 -8.9353 2.0111
C -1.3507 -7.7953 3.0117
O -0.5905 -6.6459 2.8505
C -0.8716 -5.5233 3.6568
N -1.5614 -10.1274 2.1696
H -2.1126 -8.4255 0.3482
H -0.7019 -9.2553 -0.1242
H -0.5628 -7.5938 0.2902
H 0.2396 -9.1974 2.1507
H -1.2429 -8.1428 4.0391
H -2.4108 -7.6218 2.8267
H -0.7337 -5.5964 4.7355
H -1.7814 -4.9429 3.5037
H -0.0964 -4.8257 3.3397
H -2.4984 -9.9843 1.8207
H -1.7531 -10.3945 3.1246
C 7.0765 -3.2253 1.9570
C 6.2266 -4.2451 1.1725
C 5.0121 -4.7321 2.0223
O 5.5521 -5.3817 3.1560
C 4.6452 -5.8429 4.0690
N 5.8402 -3.5572 -0.0102
H 6.4697 -2.3722 2.2605
H 7.8388 -2.7345 1.3519
H 7.3675 -3.7295 2.8785
H 6.9709 -4.9973 0.9112
H 4.4345 -5.4788 1.4774
H 4.3615 -3.8899 2.2579
H 5.1543 -6.4388 4.8265
H 3.8801 -6.4881 3.6372
H 4.1907 -4.9455 4.4889
H 6.6864 -3.2653 -0.4781
H 5.3810 -4.2396 -0.5964
C 6.6843 3.2978 -3.0600
C 7.8819 4.1471 -2.6575
C 8.3641 3.6935 -1.2724
O 9.5856 4.4162 -0.9046
C 9.9857 4.3801 0.4575
N 8.9607 3.9949 -3.6601
H 5.8638 3.4301 -2.3548
H 7.0068 2.2579 -3.1102
H 6.3490 3.5365 -4.0694
H 7.6078 5.2021 -2.6594
H 8.5672 2.6226 -1.2706
H 7.5608 3.9114 -0.5685
H 10.1351 3.3591 0.8087
H 9.2350 4.7372 1.1625
H 10.8993 4.9013 0.7434
H 8.6337 4.3930 -4.5288
H 9.7990 4.4789 -3.3717
C -11.8436 -6.5328 0.7679
C -10.4972 -6.4957 1.4354
C -9.3855 -6.0619 0.4123
O -8.1432 -6.2250 1.0380
C -7.1149 -5.8235 0.2095
N -10.6148 -5.5914 2.5487
H -12.6212 -6.9404 1.4140
H -11.8898 -7.2201 -0.0768
H -12.0354 -5.5929 0.2503
H -10.2165 -7.4214 1.9379
H -9.5121 -5.0269 0.0949
H -9.5161 -6.7198 -0.4469
H -6.2604 -5.8720 0.8845
H -7.1420 -4.7652 -0.0501
H -7.0255 -6.5072 -0.6347
H -10.6775 -4.6662 2.1485
H -9.7014 -5.5262 2.9749
C 4.2635 -9.3074 -2.2729
C 3.6183 -9.0411 -3.6796
C 4.5198 -8.2351 -4.6528
O 5.0812 -7.0785 -4.0213
C 6.0645 -6.3702 -4.8359
N 3.2891 -10.3901 -4.1841
H 5.1919 -9.8746 -2.3399
H 3.5706 -9.8911 -1.6668
H 4.4761 -8.3828 -1.7363
H 2.6539 -8.5389 -3.6045
H 4.0004 -7.9705 -5.5739
H 5.3438 -8.8619 -4.9936
H 5.6120 -5.9330 -5.7260
H 6.9486 -6.9585 -5.0817
H 6.4785 -5.5591 -4.2369
H 2.7380 -10.4565 -5.0279
H 2.8354 -10.8062 -3.3834
C -4.5918 1.1196 9.3007
C -4.7389 -0.1036 8.3649
C -4.6742 -1.2999 9.3909
C -5.2031 -2.6363 8.8250
C -6.6333 -2.4134 8.2810
C -6.7140 -1.3104 7.1763
N -6.0473 -0.0606 7.7085
O -6.3901 1.0951 7.0219
C -6.0676 -1.7210 5.8791
C -8.1996 -1.0989 6.9581
C -3.5946 -0.0894 7.2852
H -3.7904 1.1661 10.0381
H -5.4946 1.2700 9.8926
H -4.3240 2.0500 8.8000
H -3.6331 -1.4761 9.6615
H -5.1711 -1.0612 10.3313
H -5.2077 -3.3300 9.6657
H -4.5824 -3.1374 8.0822
H -7.2284 -2.0117 9.1011
H -6.9491 -3.3357 7.7934
H -6.1436 -1.0088 5.0574
H -4.9896 -1.8426 5.9856
H -6.4819 -2.6908 5.6037
H -8.8122 -1.9959 6.8679
H -8.6771 -0.5131 7.7435
H -8.4155 -0.6557 5.9859
H -4.0028 0.3490 6.3746
H -3.1373 -1.0700 7.1534
H -2.7950 0.5885 7.5838
H -6.9561 1.5711 7.6340
C 7.0336 1.0026 7.6841
C 5.4619 1.2605 7.6466
C 4.7559 -0.0058 7.0494
C 3.2486 -0.0697 7.3075
C 3.0130 -0.0606 8.8747
C 3.5484 1.2385 9.4057
N 4.9827 1.4185 9.0019
O 5.6461 2.4415 9.6271
C 2.6583 2.4422 9.0133
C 3.5456 1.1601 10.9284
C 5.3258 2.4807 6.7239
H 7.2783 0.1251 8.2825
H 7.4436 1.9033 8.1410
H 7.5839 0.8237 6.7604
H 4.7933 0.1241 5.9678
H 5.2663 -0.9338 7.3071
H 2.9089 -1.0045 6.8616
H 2.6941 0.6668 6.7258
H 3.4034 -0.9656 9.3403
H 1.9408 -0.1185 9.0622
H 1.6030 2.2406 9.1976
H 2.9523 3.2974 9.6219
H 2.7585 2.7840 7.9832
H 2.5361 0.9771 11.2964
H 4.0799 0.2230 11.0846
H 4.0352 1.9493 11.4989
H 5.8223 2.3801 5.7588
H 5.6257 3.4209 7.1869
H 4.2907 2.6567 6.4313
H 6.2926 1.9973 10.1806
C 0.1877 11.0752 6.7989
C -0.1305 9.5382 6.4518
C -0.7921 9.0037 7.7338
C -1.4658 7.6497 7.5722
C -2.3832 7.7215 6.2868
C -1.7331 8.2262 4.9387
N -1.0051 9.5166 5.2868
O -0.5526 10.2102 4.1870
C -0.9142 7.0602 4.2243
C -2.9131 8.4694 3.8785
C 1.1470 8.7865 6.1421
H 0.6165 11.2050 7.7926
H -0.7109 11.6921 6.7938
H 0.8628 11.5652 6.0972
H 0.0184 8.8769 8.4515
H -1.5306 9.6560 8.2000
H -1.9828 7.3491 8.4835
H -0.7215 6.8978 7.3103
H -3.1442 8.4700 6.5075
H -2.8800 6.7704 6.0955
H -1.6606 6.2860 4.0466
H -0.5538 7.3486 3.2369
H -0.1970 6.6503 4.9353
H -3.4701 7.5609 3.6495
H -3.5523 9.2693 4.2520
H -2.5037 8.8688 2.9506
H 1.8987 9.1667 6.8338
H 1.5414 9.0121 5.1513
H 1.1758 7.7120 6.3225
H -1.3159 10.7900 4.1332
C -0.9408 7.8040 -10.4139
C -0.1929 6.4508 -9.9875
C 0.4895 6.8646 -8.6698
C 1.0650 5.6911 -7.9195
C -0.1811 4.7513 -7.6420
C -0.8872 4.2596 -8.9235
N -1.1567 5.3512 -9.8587
O -1.6572 4.9919 -11.0825
C -0.0304 3.1434 -9.6075
C -2.3058 3.6985 -8.4814
C 0.9044 6.1918 -11.0211
H -0.2675 8.6579 -10.3389
H -1.7408 7.9822 -9.6954
H -1.2737 7.7091 -11.4475
H 1.3320 7.4949 -8.9546
H -0.1380 7.3612 -7.9297
H 1.4344 6.0004 -6.9417
H 1.8819 5.1614 -8.4096
H -0.9037 5.0663 -6.8892
H 0.1985 3.8607 -7.1411
H -0.2658 2.1121 -9.3448
H -0.2227 3.0432 -10.6757
H 1.0378 3.3598 -9.5928
H -2.8345 3.2140 -9.3022
H -2.1678 2.9680 -7.6843
H -2.9836 4.5046 -8.2003
H 0.6340 6.5829 -12.0019
H 1.1340 5.1294 -11.1035
H 1.8300 6.7604 -10.9306
H -2.3937 5.6077 -11.0771
C 4.5879 -3.8057 -11.0692
C 3.6919 -2.5116 -10.9218
C 3.8016 -2.0158 -9.4529
C 5.1035 -1.2917 -9.1403
C 5.2764 -0.1641 -10.1702
C 5.2642 -0.6631 -11.6179
N 4.0716 -1.4596 -11.8528
O 3.7371 -1.7402 -13.2077
C 5.1660 0.6068 -12.4845
C 6.5212 -1.4294 -12.0059
C 2.1856 -2.9008 -11.1508
H 4.9476 -4.1519 -12.0382
H 5.4899 -3.7187 -10.4635
H 4.0238 -4.5055 -10.4526
H 3.0647 -1.2480 -9.2171
H 3.5693 -2.7730 -8.7040
H 5.1299 -0.9045 -8.1217
H 5.8640 -2.0559 -9.3004
H 6.2378 0.3065 -9.9646
H 4.6141 0.6676 -9.9300
H 4.1760 1.0606 -12.4385
H 5.2305 0.3756 -13.5478
H 5.9818 1.2499 -12.1545
H 6.7500 -2.2232 -11.2948
H 7.3352 -0.7184 -12.1470
H 6.4728 -1.9237 -12.9762
H 1.7717 -3.5552 -10.3837
H 1.5519 -2.0145 -11.1833
H 1.9436 -3.5183 -12.0158
H 3.1872 -0.9537 -13.2319
C 0.6150 -2.8123 -1.8851
C -0.0173 -1.3834 -1.5940
C -1.0963 -1.7166 -0.4977
C -1.5875 -0.4623 0.2706
C -0.3628 0.2554 0.8530
C 0.6712 0.6932 -0.2199
N 1.0488 -0.5733 -0.9462
O 2.1135 -0.3789 -1.8413
C 0.1999 1.9517 -1.0442
C 1.8621 1.1672 0.6227
C -0.6471 -0.8170 -2.8620
H 1.0484 -3.1927 -0.9601
H 1.4623 -2.8595 -2.5691
H -0.1105 -3.5522 -2.2234
H -1.9832 -2.0462 -1.0388
H -0.8052 -2.4706 0.2336
H -2.3065 -0.7559 1.0354
H -2.1202 0.2463 -0.3635
H 0.0576 -0.5156 1.4988
H -0.6009 1.1469 1.4332
H 0.9573 2.1044 -1.8130
H -0.7171 1.7257 -1.5884
H -0.1335 2.7533 -0.3852
H 2.6256 1.6826 0.0400
H 1.6039 1.9648 1.3193
H 2.3068 0.2847 1.0825
H -1.3468 -0.0174 -2.6188
H -1.3760 -1.5156 -3.2727
H 0.0726 -0.4002 -3.5665
H 2.7866 -0.9163 -1.4173


This record from the Open Molecules 2025 dataset describes the ion C7F4NO2 with charge -1 in a non-equilibrium geometry. The level of theory is wB97M-V/def2-TZVPD.

Summary:
Orbital gap in Eh: 0.25418
HOMO in eV: -4.4716
Net charge: -1
SMILES: N#CC1([O-])C(F)=C(F)C(=O)C(F)=C1F

Positions of all 14 atoms, in Å:
N 0.0011 2.4969 -2.4071
C 0.0017 1.7244 -1.5305
C 0.0004 1.0924 -0.1711
O 0.0050 2.3306 0.3651
C -1.2287 0.3103 0.2204
F -2.3603 1.0118 0.4553
C -1.2162 -1.0084 0.4530
F -2.3627 -1.7244 0.4185
C -0.0020 -1.7963 0.3426
O -0.0022 -3.0196 0.3053
C 1.2141 -1.0092 0.4539
F 2.3605 -1.7267 0.4192
C 1.2291 0.3091 0.2185
F 2.3603 1.0091 0.4568


This record from the Open Molecules 2025 dataset describes an isolated molecule of C7H10. The level of theory is wB97M-V/def2-TZVPD.

Summary:
Orbital gap in Eh: 0.37944
HOMO in eV: -9.2441
SMILES: C#C[C@@H]1[C@H](C)[C@@H]1C

Positions of all 17 atoms, in Å:
C -1.5472 1.3336 -1.8934
C -0.7154 0.5360 -1.5381
C 0.2581 -0.4536 -1.1392
C 0.0933 -1.1948 0.1763
C -1.0873 -0.9503 1.0893
C 1.2139 -0.2072 0.0149
C 1.2442 1.1195 0.7373
H -2.2893 2.0284 -2.2189
H 0.6525 -1.0353 -1.9695
H 0.3856 -2.2417 0.1183
H -2.0122 -1.3391 0.6502
H -0.9283 -1.4583 2.0466
H -1.2446 0.1110 1.2985
H 2.1979 -0.6494 -0.1329
H 1.5353 0.9880 1.7857
H 1.9703 1.7912 0.2667
H 0.2732 1.6219 0.7082


This record from the Open Molecules 2025 dataset describes an isolated molecule of C7H10. The level of theory is wB97M-V/def2-TZVPD.

Summary:
Orbital gap in Eh: 0.40292
HOMO in eV: -9.8488
SMILES: C#CC[C@@H]1C[C@@H]1C

Positions of all 17 atoms, in Å:
C 2.5211 0.1764 1.7952
C 2.0428 0.1188 0.6912
C 1.3300 -0.0804 -0.5765
C 0.0866 -0.9007 -0.2825
C -1.1309 -0.9355 -1.1605
C -1.1887 -0.2530 0.1807
C -1.3400 1.2502 0.2525
H 2.9416 0.2247 2.7742
H 1.0824 0.8840 -1.0319
H 1.9791 -0.5978 -1.2923
H 0.3366 -1.8403 0.2040
H -1.6313 -1.8920 -1.2850
H -1.1575 -0.2989 -2.0415
H -1.7121 -0.7854 0.9715
H -2.4000 1.5262 0.2648
H -0.8685 1.6606 1.1526
H -0.8914 1.7432 -0.6164


This record from the Open Molecules 2025 dataset describes a structure of composition C7H10 in a non-equilibrium geometry. The level of theory is wB97M-V/def2-TZVPD.

Summary:
Orbital gap (alpha / beta) in Eh: 0.27648 / 0.26403
HOMO (alpha / beta) in eV: -8.2433 / -7.8841

Positions of all 17 atoms, in Å:
C -1.2683 -0.8988 0.7226
C -0.1760 -0.7246 -0.3016
C 0.1416 0.6637 -0.8904
C -0.5743 1.8803 -0.3282
C 1.5165 0.3953 -0.3903
C 1.3113 -0.7214 0.3578
C 2.0101 -1.5538 1.1841
H -2.2534 -0.7790 0.2634
H -1.2085 -1.9021 1.1590
H -1.1704 -0.1765 1.5400
H -0.2246 -1.4909 -1.0890
H 0.0927 0.6726 -1.9849
H -0.1423 2.8033 -0.7284
H -1.6356 1.8506 -0.5934
H -0.4924 1.9162 0.7607
H 2.4425 0.6409 -0.8583
H 1.6312 -2.5758 1.1772


This record from the Open Molecules 2025 dataset describes a structure of composition C7H10. The level of theory is wB97M-V/def2-TZVPD.

Summary:
Orbital gap (alpha / beta) in Eh: 0.29937 / 0.25978
HOMO (alpha / beta) in eV: -7.7059 / -7.0921

Positions of all 17 atoms, in Å:
C -2.0386 -0.3615 -0.0418
C -1.4920 0.8723 -0.5716
C -0.4840 -0.0153 0.0334
C 0.4520 -0.9204 -0.5442
C 1.5171 -0.6910 0.4565
C 1.7443 0.8007 0.6695
C 0.5049 0.1866 1.1952
H -2.1715 -1.2219 -0.6976
H -2.6580 -0.4007 0.8594
H -0.6052 0.5530 -2.1580
H -1.7397 1.7722 -0.0030
H 0.2748 -1.8133 -1.1357
H 0.0358 0.1108 -2.3927
H 2.1862 -1.4323 0.8773
H 1.6933 1.4705 -0.1867
H 2.5226 1.0222 1.3962
H 0.2579 0.0681 2.2439


This record from the Open Molecules 2025 dataset describes a structure of composition C7H10. The level of theory is wB97M-V/def2-TZVPD.

Summary:
Orbital gap in Eh: 0.29825
HOMO in eV: -7.5012

Positions of all 17 atoms, in Å:
C 2.0711 -0.0692 0.1464
C 0.5693 0.0004 0.0023
C -0.3753 -0.8356 0.8740
C -1.5409 -0.4213 -0.0479
C -0.8907 -0.9141 -1.3553
C -1.4271 1.1118 0.0425
C -0.1197 1.3580 -0.0029
H 2.5786 0.5018 -0.6378
H 2.3554 0.3596 1.1155
H 2.4275 -1.1031 0.1149
H -0.4314 -0.4905 1.9115
H -0.1640 -1.9081 0.8233
H -2.5326 -0.8492 0.1280
H -1.0402 -0.1472 -2.1374
H 0.3607 -0.7185 -1.0481
H -2.2487 1.8190 0.0858
H 0.4079 2.3062 -0.0149


This record from the Open Molecules 2025 dataset describes an isolated molecule of C7H10 in a non-equilibrium geometry. The level of theory is wB97M-V/def2-TZVPD.

Summary:
Orbital gap in Eh: 0.39704
HOMO in eV: -9.6751
SMILES: C#CC[C@@H]1C[C@@H]1C

Positions of all 17 atoms, in Å:
C 1.2773 -1.9990 1.1060
C 0.1358 -1.6464 0.9497
C -1.1364 -1.0882 0.5326
C -1.0477 -0.0485 -0.5993
C 0.1630 0.0792 -1.4738
C -0.2157 1.2161 -0.5652
C 0.6559 1.6091 0.6059
H 2.2600 -2.3465 1.3284
H -1.7430 -1.9362 0.1863
H -1.6238 -0.6645 1.4186
H -2.0174 0.0553 -1.0795
H 0.0552 0.1757 -2.5504
H 0.9963 -0.5462 -1.1566
H -0.6755 2.0854 -1.0470
H 1.4408 2.3002 0.2778
H 0.0759 2.1009 1.3968
H 1.1453 0.7417 1.0507


This record from the Open Molecules 2025 dataset describes an isolated molecule of C7H10. The level of theory is wB97M-V/def2-TZVPD.

Summary:
Orbital gap in Eh: 0.33978
HOMO in eV: -8.3611

Positions of all 17 atoms, in Å:
C -1.8612 0.6265 -0.3126
C -1.0671 -0.6611 -0.2793
C 0.2558 -0.8800 -0.9391
C 1.1415 0.3676 -0.8751
C 1.0775 0.2443 0.6580
C 2.0862 0.6059 1.5699
C 0.1313 -0.9252 0.5910
H -2.4422 0.6894 -1.2396
H -2.5601 0.6739 0.5298
H -1.2255 1.5163 -0.2628
H -1.6957 -1.5496 -0.3352
H 0.4441 -1.7251 -1.5926
H 0.7540 1.2735 -1.3529
H 2.1690 0.1964 -1.2037
H 0.7708 1.2321 1.2591
H 1.8313 0.0916 2.5213
H 0.1901 -1.7765 1.2638


This record from the Open Molecules 2025 dataset describes an isolated molecule of C7H10 in a non-equilibrium geometry. The level of theory is wB97M-V/def2-TZVPD.

Summary:
Orbital gap in Eh: 0.35352
HOMO in eV: -8.4686

Positions of all 17 atoms, in Å:
C 0.2620 0.8630 0.2753
C 0.9017 1.9685 -0.0768
C -1.6393 -0.3658 -0.7263
C -1.1731 0.7628 0.1717
C 0.7220 -0.4960 0.7108
C -1.4397 -0.6267 0.7011
C 1.5384 -1.3699 -0.2658
H 1.9025 2.1575 -0.0772
H 0.3896 2.8930 -0.3516
H -2.5570 -0.3537 -1.1791
H -1.0294 -0.7638 -1.4326
H -1.7230 1.5909 0.3183
H 1.0825 -0.6512 1.6419
H -2.1030 -1.0286 1.4881
H 0.9573 -1.2993 -1.1260
H 1.4807 -2.4269 0.2123
H 2.4278 -0.8537 -0.2842


This record from the Open Molecules 2025 dataset describes an isolated molecule of C7H10. The level of theory is wB97M-V/def2-TZVPD.

Summary:
Orbital gap in Eh: 0.29238
HOMO in eV: -7.9810
SMILES: CCC1=C=CCC1

Positions of all 17 atoms, in Å:
C 0.2997 0.3978 2.2005
C -0.4856 1.0188 1.0463
C 0.1346 0.6901 -0.2704
C 1.3980 0.1877 -0.3727
C 1.2627 -0.9643 -1.0676
C -0.1950 -1.1962 -1.4681
C -0.6836 0.3016 -1.4752
H 0.3589 -0.6897 2.0831
H -0.1750 0.6149 3.1602
H 1.3281 0.7690 2.2092
H -1.5176 0.6462 1.0255
H -0.5676 2.1068 1.1702
H 2.0585 -1.6467 -1.3535
H -0.3230 -1.7348 -2.4100
H -0.7781 -1.7345 -0.7096
H -1.7627 0.4550 -1.3656
H -0.3522 0.7783 -2.4022


This record from the Open Molecules 2025 dataset describes an isolated molecule of C7H10. The level of theory is wB97M-V/def2-TZVPD.

Summary:
Orbital gap in Eh: 0.38372
HOMO in eV: -9.3350
SMILES: C=C=C[C@@H](C)C=C

Positions of all 17 atoms, in Å:
C 2.3566 -0.1596 -0.9605
C 1.8654 0.0868 0.2227
C 1.0465 0.2338 1.2284
C -0.4216 -0.0694 0.9293
C -1.1809 1.2415 0.7144
C -0.5497 -1.0403 -0.2218
C -1.3104 -0.8902 -1.3000
H 2.3148 0.6003 -1.7350
H 2.7319 -1.1445 -1.2220
H 1.3412 0.6163 2.2055
H -0.8552 -0.5876 1.7961
H -2.2551 1.0692 0.5893
H -1.0369 1.9081 1.5703
H -0.8064 1.7564 -0.1784
H 0.0391 -1.9526 -0.1142
H -1.4011 -1.6851 -2.0345
H -1.8782 0.0168 -1.4897